DFT (ωB97M-V/def2-TZVPD) results for a molecular structure, C12H38B2ClCo2N2O4 at a distorted geometry.

Computed properties:
LUMO level (alpha / beta) = -2.08 / -2.34 eV
Kohn-Sham gap (alpha / beta) = 0.2529 / 0.2818 hartree
Charge = +1
HOMO energy (alpha / beta) = -8.96 / -10.01 eV
Spin multiplicity = 7
Electronic energy = -113324.9503 eV

XYZ file:
```
61
Properties=species:S:1:pos:R:3:mulliken_charge:R:1
Co -1.552 -0.534 -0.512 -3.397
Co 1.417 0.039 0.475 -0.494
B -3.078 -0.306 -0.574 2.930
H -2.895 -0.919 0.294 -0.004
H -4.102 0.013 -0.691 -0.297
H -2.412 0.537 -0.477 -0.739
H -2.793 -0.917 -1.417 0.732
B -0.163 0.213 -0.195 -0.493
H -0.909 0.433 0.552 -0.632
H 0.640 0.932 -0.138 0.349
H 0.279 -0.747 0.022 1.410
H -0.580 0.252 -1.189 -0.136
Cl 0.939 -0.965 1.870 -0.624
C -1.842 0.925 -3.526 -1.044
O -1.676 -0.127 -2.641 0.121
C -1.291 -1.335 -3.300 -0.868
C -0.565 -2.237 -2.215 -0.510
N -1.269 -2.230 -0.916 0.581
C -0.367 -2.739 0.157 -0.374
C -1.040 -2.503 1.595 -1.218
O -1.349 -1.092 1.708 0.813
C -1.839 -0.679 2.971 -1.181
H -0.809 1.265 -3.596 0.302
H -2.245 1.795 -3.008 0.321
H -2.279 0.707 -4.501 0.330
H -0.669 -1.282 -4.193 0.457
H -2.133 -1.934 -3.646 0.507
H 0.475 -1.934 -2.098 0.233
H -0.471 -3.241 -2.630 0.515
H -2.070 -2.838 -1.012 0.374
H 0.577 -2.223 -0.020 0.123
H -0.227 -3.804 -0.024 0.467
H -0.320 -2.825 2.348 0.498
H -1.876 -3.193 1.713 0.485
H -2.342 0.287 2.921 0.339
H -1.319 -0.769 3.924 0.227
H -2.676 -1.375 3.009 0.361
C 1.338 1.191 -2.374 -0.677
O 1.990 0.865 -1.144 -0.278
C 2.663 1.855 -0.417 -0.339
C 3.665 1.199 0.589 -1.035
N 3.100 0.139 1.384 0.075
C 2.731 0.699 2.703 -1.277
C 1.519 1.699 2.803 -0.400
O 0.583 1.316 1.874 0.201
C -0.561 2.233 1.870 -1.122
H 1.968 1.531 -3.196 0.367
H 0.598 1.959 -2.147 0.491
H 0.859 0.329 -2.838 -0.038
H 2.031 2.497 0.196 -0.005
H 3.027 2.614 -1.110 0.632
H 4.358 1.784 1.194 0.429
H 4.315 0.724 -0.147 0.412
H 3.882 -0.478 1.551 0.268
H 3.589 1.252 3.086 0.504
H 2.566 -0.131 3.390 0.412
H 1.922 2.674 2.532 0.384
H 1.116 1.923 3.791 0.485
H -1.259 1.958 1.080 0.276
H -0.178 3.154 1.429 0.394
H -0.993 2.364 2.862 0.375
```

DFT (ωB97M-V/def2-TZVPD) results for a molecular structure, C12H38BaF3O10 at a distorted geometry.

Computed properties:
LUMO level = -5.21 eV
Kohn-Sham gap = 0.1014 hartree
Charge = +1
HOMO energy = -7.97 eV
Spin multiplicity = 1
Electronic energy = -42367.2707 eV

XYZ file:
```
64
Properties=species:S:1:pos:R:3:mulliken_charge:R:1
Ba 25.607 5.126 -3.075 1.847
C 27.340 11.003 -0.263 -0.208
O 27.982 12.268 -0.723 -0.325
O 27.390 10.128 -1.353 -0.833
C 27.924 10.515 1.101 0.861
F 27.208 9.506 1.608 -0.279
F 29.147 10.023 1.081 -0.281
F 27.894 11.507 2.001 -0.275
C 27.412 13.488 -0.388 -0.087
C 28.371 14.602 -0.734 -1.179
H 27.799 15.512 -0.915 0.344
H 29.135 14.756 0.027 0.281
H 28.884 14.308 -1.650 0.298
H 27.173 13.478 0.676 0.286
H 26.486 13.714 -0.915 0.252
H 26.308 11.318 -0.108 0.252
C 21.237 2.015 -1.754 -0.598
O 22.194 2.305 -2.744 -0.474
H 20.554 1.180 -1.909 0.288
H 21.719 1.872 -0.786 0.214
H 20.529 2.833 -1.624 0.278
H 21.773 2.137 -3.590 0.298
C 22.222 8.910 -4.831 -0.562
O 22.409 7.505 -5.079 -0.512
H 22.723 9.215 -3.912 0.223
H 22.766 9.541 -5.533 0.291
H 21.149 9.095 -4.778 0.262
H 22.220 7.300 -5.997 0.307
C 31.377 5.054 -1.485 -0.574
O 30.149 5.529 -1.921 -0.493
H 32.207 5.262 -2.160 0.260
H 31.523 5.466 -0.487 0.261
H 31.386 3.969 -1.376 0.208
H 30.071 6.465 -1.724 0.340
C 27.518 3.126 1.838 -0.591
O 26.350 3.072 1.063 -0.482
H 27.411 2.504 2.728 0.295
H 28.390 2.705 1.339 0.215
H 27.757 4.143 2.149 0.249
H 25.653 2.763 1.647 0.314
C 25.086 2.176 -8.071 -0.570
O 24.685 3.317 -7.372 -0.491
H 25.207 2.304 -9.147 0.274
H 25.980 1.688 -7.682 0.218
H 24.266 1.464 -7.986 0.271
H 23.894 3.690 -7.767 0.303
C 27.140 0.021 -3.024 -0.532
O 27.540 1.214 -3.712 -0.501
H 26.057 -0.088 -3.081 0.205
H 27.566 -0.809 -3.587 0.275
H 27.578 -0.017 -2.027 0.261
H 28.472 1.133 -3.927 0.299
C 22.437 6.802 1.320 -0.549
O 22.467 6.527 -0.074 -0.485
H 21.487 6.498 1.758 0.273
H 23.270 6.336 1.846 0.194
H 22.522 7.869 1.527 0.276
H 21.758 7.053 -0.451 0.297
C 29.554 6.145 -6.887 -0.561
O 28.486 6.799 -6.243 -0.491
H 30.514 6.166 -6.371 0.268
H 29.253 5.125 -7.127 0.213
H 29.787 6.686 -7.804 0.277
H 28.759 7.706 -6.085 0.303
```

DFT (ωB97M-V/def2-TZVPD) results for a molecular structure, C12H38FN10O6Sr at a distorted geometry.

Computed properties:
Energy above the lowest of the compared OMol25 structures with the same formula, charge and spin = 14.209 eV
LUMO level = -5.27 eV
Kohn-Sham gap = 0.1499 hartree
Charge = +1
HOMO energy = -9.34 eV
Spin multiplicity = 1
Electronic energy = -43789.9749 eV

XYZ file:
```
68
Properties=species:S:1:pos:R:3:mulliken_charge:R:1
Sr 25.893 -16.704 -4.238 1.766
F 27.019 -20.612 -5.768 -0.829
C 19.717 -16.839 -6.773 -1.457
C 20.843 -16.441 -5.809 0.334
C 20.565 -16.472 -4.315 -0.630
O 21.623 -15.679 -3.704 -0.287
C 21.429 -15.451 -2.345 -0.847
N 21.914 -17.430 -6.119 -0.597
H 19.529 -17.912 -6.722 0.369
H 19.898 -16.538 -7.805 0.387
H 18.759 -16.334 -6.647 0.373
H 21.111 -15.473 -6.233 0.224
H 20.481 -17.454 -3.849 0.319
H 19.637 -15.920 -4.163 0.372
H 21.697 -16.275 -1.683 0.339
H 20.420 -15.179 -2.035 0.318
H 21.958 -14.523 -2.129 0.288
H 22.260 -17.347 -7.064 0.267
H 21.566 -18.375 -6.049 0.257
C 28.540 -10.186 -4.805 -1.491
C 27.519 -10.400 -3.675 0.415
C 27.031 -9.099 -3.066 -0.861
O 26.126 -9.314 -2.064 -0.365
C 25.636 -8.062 -1.519 -0.704
N 26.402 -11.244 -4.104 -0.601
H 29.402 -9.536 -4.652 0.401
H 28.213 -9.739 -5.744 0.391
H 28.931 -11.160 -5.098 0.363
H 27.986 -10.892 -2.822 0.217
H 26.505 -8.545 -3.844 0.360
H 27.829 -8.549 -2.567 0.456
H 24.977 -8.299 -0.684 0.240
H 25.003 -7.746 -2.349 0.338
H 26.453 -7.409 -1.213 0.278
H 25.690 -10.732 -3.604 0.284
H 26.221 -11.013 -5.070 0.299
C 27.706 -14.435 1.676 0.615
O 27.340 -14.753 0.584 -0.631
N 27.602 -13.168 2.087 -0.416
N 28.097 -15.177 2.637 -0.370
H 28.123 -12.859 2.895 0.177
H 27.191 -12.573 1.382 0.209
H 28.543 -14.780 3.452 0.186
H 28.220 -16.149 2.392 0.230
C 27.468 -14.606 -10.123 0.626
O 27.074 -15.137 -9.103 -0.638
N 27.369 -13.296 -10.390 -0.390
N 28.105 -15.219 -11.074 -0.385
H 27.620 -12.925 -11.295 0.158
H 26.800 -12.659 -9.850 0.208
H 27.871 -16.201 -11.061 0.237
H 28.502 -14.644 -11.804 0.188
C 32.016 -17.052 -5.332 0.656
O 31.052 -16.706 -4.645 -0.692
N 32.082 -18.094 -6.090 -0.377
N 33.189 -16.457 -5.142 -0.399
H 31.209 -18.601 -6.084 0.240
H 32.816 -18.340 -6.740 0.193
H 33.311 -15.825 -4.364 0.219
H 33.941 -16.891 -5.658 0.166
C 24.032 -20.542 0.627 0.691
O 24.316 -19.907 -0.370 -0.666
N 22.854 -20.865 0.985 -0.347
N 24.874 -21.227 1.305 -0.379
H 22.784 -21.560 1.714 0.138
H 22.005 -20.629 0.490 0.208
H 24.511 -21.918 1.946 0.151
H 25.856 -21.039 1.166 0.210
```

DFT (ωB97M-V/def2-TZVPD) results for 6 unconnected molecules or ions with the total composition C12H38N10O6 at a distorted geometry.

Computed properties:
Energy above the lowest of the compared OMol25 structures with the same formula, charge and spin = 1.210 eV
LUMO level = 0.63 eV
Kohn-Sham gap = 0.3720 hartree
HOMO energy = -9.49 eV
SMILES = COC[C@H](C)N.COC[C@H](C)N.NC(N)=O.NC(N)=O.NC(N)=O.NC(N)=O
Spin multiplicity = 1
Electronic energy = -40249.2509 eV

XYZ file:
```
66
Properties=species:S:1:pos:R:3:mulliken_charge:R:1
C -2.087 1.974 2.239 -1.016
C -0.808 2.740 2.040 0.265
C 0.043 2.868 3.313 -0.630
O 1.236 3.653 3.068 -0.306
C 1.837 4.296 4.224 -0.695
N -0.099 2.050 0.927 -0.286
H -2.492 1.847 1.262 0.316
H -2.920 2.535 2.817 0.395
H -1.967 0.949 2.696 -0.049
H -1.026 3.743 1.713 0.359
H 0.316 1.787 3.560 0.169
H -0.490 3.306 4.149 0.435
H 1.996 3.689 5.206 0.266
H 1.131 5.123 4.574 0.281
H 2.812 4.605 3.885 0.248
H 0.756 2.570 0.767 0.288
H 0.232 1.110 1.144 -0.055
C -2.930 1.939 -3.588 -1.647
C -1.849 1.215 -2.772 0.398
C -0.495 1.601 -3.257 -0.870
O 0.518 1.019 -2.418 -0.274
C 1.864 1.193 -2.830 -0.653
N -2.143 1.404 -1.339 -0.292
H -3.860 1.873 -3.089 0.488
H -3.224 1.532 -4.576 0.364
H -2.622 2.989 -3.709 0.374
H -1.997 0.126 -2.911 0.241
H -0.428 2.661 -3.194 0.362
H -0.373 1.241 -4.261 0.553
H 1.906 1.514 -3.855 0.396
H 2.306 0.170 -2.847 0.013
H 2.399 1.792 -2.059 0.228
H -2.574 2.308 -1.216 0.262
H -1.292 1.444 -0.808 -0.089
C 2.898 -2.644 -3.638 0.508
O 1.937 -2.059 -3.138 -0.611
N 3.998 -2.848 -2.911 -0.255
N 2.875 -3.087 -4.982 -0.522
H 4.872 -3.237 -3.333 0.175
H 3.997 -2.730 -1.880 0.224
H 1.935 -3.133 -5.321 0.249
H 3.426 -3.843 -5.292 0.203
C -3.328 -2.287 3.498 0.664
O -4.320 -2.005 4.176 -0.635
N -3.382 -3.287 2.500 -0.479
N -2.099 -1.728 3.705 -0.388
H -2.713 -3.349 1.738 0.268
H -4.300 -3.417 2.145 0.250
H -1.295 -2.409 3.638 0.232
H -2.077 -1.118 4.477 0.203
C 3.036 -2.639 0.520 0.428
O 4.082 -2.434 -0.047 -0.734
N 2.524 -1.779 1.464 -0.437
N 2.239 -3.781 0.326 -0.375
H 2.737 -0.768 1.372 0.265
H 1.543 -1.906 1.677 0.243
H 2.527 -4.392 -0.456 0.241
H 1.234 -3.777 0.519 0.368
C -0.614 -1.677 0.299 0.496
O -0.154 -2.677 0.966 -0.941
N -1.675 -0.945 0.772 0.048
N 0.050 -1.260 -0.785 0.295
H -1.890 -0.129 0.171 -0.141
H -2.305 -1.224 1.490 0.269
H 0.760 -1.823 -1.111 0.074
H -0.195 -0.477 -1.412 -0.026
```

DFT (ωB97M-V/def2-TZVPD) results for 7 unconnected molecules or ions with the total composition C12H38N2O11P at a distorted geometry.

Computed properties:
LUMO level = 1.93 eV
Kohn-Sham gap = 0.2346 hartree
Charge = -1
HOMO energy = -4.45 eV
Spin multiplicity = 1
Electronic energy = -47847.7182 eV

XYZ file:
```
64
Properties=species:S:1:pos:R:3:mulliken_charge:R:1
C 0.575 1.031 1.366 -0.774
C -0.678 1.085 0.295 0.328
C -0.206 0.756 -1.269 -0.649
C 0.626 -0.677 -1.251 -0.575
N 0.490 -1.489 -2.519 -0.213
C 1.727 -2.293 -2.847 0.435
N 1.388 -3.396 -3.868 -0.412
C 2.817 -1.305 -3.632 0.042
O 3.887 -1.914 -4.210 -0.683
O 2.582 0.170 -3.714 -0.687
P 2.565 -3.149 -1.361 0.866
O 1.595 -3.553 -0.180 -0.703
O 3.286 -4.671 -1.926 -0.549
O 3.944 -2.170 -0.843 -0.592
H 1.397 1.863 1.179 0.308
H 0.134 1.234 2.456 0.126
H 1.105 -0.019 1.433 0.187
H -1.496 0.266 0.570 0.070
H -1.183 2.163 0.376 -0.230
H -1.164 0.738 -1.945 0.284
H 0.565 1.571 -1.665 0.233
H 0.146 -1.305 -0.358 0.292
H 1.730 -0.405 -0.954 0.289
H -0.389 -2.049 -2.559 0.334
H 0.956 -2.955 -4.710 0.279
H 0.755 -4.095 -3.411 0.296
H 3.311 -5.228 -1.074 0.315
H 4.635 -2.163 -1.595 0.366
C 2.552 2.728 4.523 -0.535
O 2.755 2.027 3.310 -0.401
H 1.641 3.326 4.440 0.205
H 2.443 2.014 5.344 0.236
H 3.402 3.388 4.711 0.259
H 3.570 1.506 3.414 0.258
C -2.609 -0.661 3.205 -0.548
O -1.504 -1.385 2.694 -0.347
H -2.741 0.248 2.614 0.157
H -3.511 -1.274 3.134 0.337
H -2.419 -0.392 4.247 0.197
H -1.411 -2.186 3.237 0.221
C -3.366 4.341 -0.165 -0.395
O -2.739 3.900 1.025 -0.500
H -2.857 3.895 -1.022 0.262
H -4.413 4.029 -0.163 0.256
H -3.301 5.430 -0.231 0.121
H -3.212 4.312 1.768 0.256
C 1.565 -6.174 -6.821 -0.517
O 1.523 -6.192 -5.406 -0.494
H 0.931 -6.976 -7.206 0.211
H 1.194 -5.212 -7.185 0.228
H 2.592 -6.331 -7.158 0.246
H 2.094 -5.470 -5.094 0.283
C -0.292 -2.189 6.285 -0.476
O -0.088 -2.890 5.072 -0.460
H -1.202 -1.591 6.201 0.170
H -0.401 -2.902 7.105 0.274
H 0.559 -1.529 6.472 0.239
H 0.726 -3.411 5.176 0.276
C -4.482 7.953 -1.252 -0.551
O -3.854 7.512 -0.062 -0.495
H -3.972 7.507 -2.109 0.233
H -5.529 7.641 -1.250 0.259
H -4.416 9.042 -1.318 0.273
H -4.328 7.924 0.681 0.279
```

DFT (ωB97M-V/def2-TZVPD) results for 5 unconnected molecules or ions with the total composition C12H38N3O6 at a distorted geometry.

Computed properties:
Energy above the lowest of the compared OMol25 structures with the same formula, charge and spin = 1.266 eV
LUMO level = -2.22 eV
Kohn-Sham gap = 0.3603 hartree
Charge = +1
HOMO energy = -12.02 eV
Spin multiplicity = 1
Electronic energy = -29807.9652 eV

XYZ file:
```
59
Properties=species:S:1:pos:R:3:mulliken_charge:R:1
N 0.124 0.212 0.214 0.146
H -0.841 -0.096 -0.002 0.542
H 0.523 0.853 -0.500 0.183
H 0.871 -0.471 0.321 0.308
H -0.013 0.801 1.055 0.170
C 2.735 2.380 -2.073 -1.169
C 1.652 1.968 -3.077 0.472
C 2.225 0.900 -4.020 -0.730
O 3.400 1.305 -4.645 -0.309
C 3.862 0.367 -5.579 -0.737
N 0.415 1.576 -2.421 -0.602
H 2.787 1.774 -1.164 0.195
H 2.527 3.395 -1.725 0.275
H 3.707 2.325 -2.557 0.387
H 1.512 2.870 -3.689 0.203
H 1.460 0.660 -4.776 0.347
H 2.393 -0.013 -3.427 0.314
H 3.956 -0.636 -5.136 0.314
H 4.858 0.662 -5.896 0.256
H 3.172 0.231 -6.419 0.294
H 0.036 2.415 -1.986 0.229
H -0.272 1.363 -3.144 0.225
C -4.327 -0.022 1.624 -1.663
C -3.499 -1.255 1.298 0.383
C -4.375 -2.495 1.117 -0.631
O -3.645 -3.566 0.523 -0.412
C -2.806 -4.263 1.426 -0.650
N -2.590 -0.999 0.180 -0.523
H -5.101 0.178 0.881 0.432
H -3.694 0.870 1.601 0.333
H -4.730 -0.083 2.635 0.414
H -2.849 -1.504 2.147 0.047
H -5.233 -2.317 0.466 0.337
H -4.722 -2.870 2.085 0.370
H -3.366 -4.952 2.061 0.313
H -2.192 -3.591 2.031 0.267
H -2.126 -4.859 0.818 0.264
H -2.479 -1.903 -0.291 0.273
H -3.087 -0.430 -0.507 0.238
C 2.856 -1.510 1.916 -0.381
C 1.676 -2.418 1.502 -0.700
O 1.606 -2.517 0.089 -0.538
O 2.414 -0.155 2.014 -0.382
H 3.826 -1.762 1.486 0.373
H 2.957 -1.899 2.942 0.349
H 0.757 -1.931 1.844 0.343
H 1.802 -3.357 2.043 0.444
H 0.930 -3.133 -0.210 0.289
H 3.029 0.237 2.646 0.253
C -0.823 2.674 2.726 -0.376
C 0.594 3.107 2.451 -0.796
O 0.967 2.886 1.085 -0.402
O -1.091 1.247 2.659 -0.624
H -1.510 3.279 2.118 0.245
H -1.060 2.931 3.768 0.564
H 1.310 2.610 3.108 0.243
H 0.835 4.159 2.621 0.411
H 0.525 3.523 0.516 0.256
H -1.866 1.249 3.228 0.325
```